[1]
C22H42F7HgN2O4PS as an isolated structure at a distorted geometry, computed with wB97M-V/def2-TZVPD.

Its orbital gap is 3.13 eV. As for the net charge: +2. The calculation puts the HOMO energy at -14.2 eV. Its LUMO energy is -11.020 eV.

Geometry (Å):
C1 -3.786 4.284 -3.492
C2 -2.444 3.738 -2.976
C3 -2.599 2.640 -1.920
C4 -3.317 1.374 -2.379
N1 -2.471 0.465 -3.117
C5 -1.202 0.033 -2.602
C6 -1.257 -0.544 -1.165
N2 -0.019 -0.679 -0.515
C7 0.020 -1.710 0.558
C8 -1.111 -1.699 1.587
C9 -0.984 -2.946 2.499
C10 -0.644 -2.695 3.974
C11 0.276 -1.505 4.303
C12 -0.468 -0.271 4.828
C13 0.378 0.670 5.715
C14 0.897 1.905 4.997
O1 1.108 2.920 5.936
C15 1.692 4.092 5.397
P1 0.825 0.793 -0.168
C16 1.317 0.857 1.555
C17 2.411 0.792 -1.070
C18 2.779 2.153 -1.688
O2 -0.839 -1.058 -3.446
C19 0.418 -0.996 -4.076
S1 0.867 -2.585 -4.801
O3 2.203 -2.464 -5.298
O4 -0.215 -2.944 -5.670
C20 0.834 -3.855 -3.408
F1 0.225 -3.323 -2.317
F2 0.086 -4.857 -3.869
C21 2.212 -4.458 -3.004
F3 2.804 -4.953 -4.096
F4 1.936 -5.458 -2.138
C22 3.220 -3.513 -2.283
F5 4.197 -4.232 -1.770
F6 3.723 -2.602 -3.110
F7 2.607 -2.845 -1.278
H1 -4.575 4.133 -2.755
H2 -4.074 3.822 -4.434
H3 -3.708 5.358 -3.641
H4 -1.923 4.564 -2.489
H5 -1.802 3.403 -3.792
H6 -1.604 2.442 -1.513
H7 -3.210 3.111 -1.118
H8 -4.141 1.684 -3.021
H9 -3.798 0.823 -1.562
H10 -2.375 0.771 -4.076
H11 -0.425 0.813 -2.727
H12 -1.744 -1.517 -1.246
H13 -1.873 0.094 -0.361
H14 -0.009 -2.673 0.053
H15 0.983 -1.641 1.055
H16 -1.160 -0.785 2.177
H17 -2.064 -1.793 1.060
H18 -0.246 -3.616 2.053
H19 -1.933 -3.480 2.463
H20 -0.146 -3.600 4.326
H21 -1.554 -2.623 4.570
H22 0.982 -1.816 5.073
H23 0.881 -1.271 3.420
H24 -0.917 0.317 4.018
H25 -1.288 -0.639 5.446
H26 1.212 0.105 6.126
H27 -0.256 1.029 6.524
H28 0.164 2.254 4.250
H29 1.839 1.671 4.474
H30 2.781 4.010 5.399
H31 1.389 4.929 6.018
H32 1.336 4.271 4.377
H33 2.125 0.157 1.768
H34 1.735 1.864 1.677
H35 0.494 0.761 2.254
H36 3.156 0.490 -0.331
H37 2.387 0.004 -1.818
H38 2.246 2.983 -1.226
H39 2.523 2.170 -2.747
H40 3.849 2.324 -1.611
H41 1.220 -0.634 -3.433
H42 0.366 -0.391 -4.987
Hg1 -2.522 1.599 0.613

Here is what Löwdin gives for the atomic charges, in e: -0.08, -0.24, -0.33, -0.24, 0.04, -0.35, -0.20, -0.20, -0.18, -0.18, -0.16, -0.18, -0.19, -0.20, -0.14, -0.28, -0.17, -0.09, 1.10, -0.24, -0.32, -0.11, -0.10, -0.21, 0.78, -0.24, -0.22, -0.43, 0.09, 0.16, -0.37, 0.19, 0.17, -0.54, 0.22, 0.18, 0.13, 0.08, 0.08, 0.08, 0.11, 0.11, 0.03, 0.07, 0.13, 0.08, 0.15, 0.15, 0.17, -0.05, 0.13, 0.11, 0.06, 0.11, 0.12, 0.12, 0.12, 0.11, 0.12, 0.09, 0.08, 0.11, 0.12, 0.13, 0.11, 0.12, 0.09, 0.09, 0.08, 0.08, 0.08, 0.02, 0.10, 0.06, 0.07, 0.08, 0.09, 0.09, 0.14, 1.09


[2]
A 2-piece molecular cluster, C18H28N5O7 overall, computed with wB97M-V/def2-TZVPD.

Its orbital gap is 7.74 eV. As for the net charge: +1. The calculation puts the HOMO energy at -11.6 eV. Its LUMO energy is -3.850 eV.

Geometry (Å):
C1 0.708 0.646 -4.109
C2 -0.576 0.478 -3.306
C3 -0.480 -0.635 -2.234
N1 -0.445 -0.070 -0.859
C4 0.743 -0.018 -0.225
N2 1.889 -0.481 -0.892
C5 0.833 0.543 1.053
N3 2.076 0.612 1.666
C6 -0.326 1.049 1.627
C7 -0.176 1.727 2.960
O1 -0.463 1.274 4.015
O2 0.493 2.954 2.905
O3 -0.003 3.680 1.744
C8 0.909 3.659 0.808
N4 1.627 3.491 -0.078
C9 -1.553 0.973 0.966
C10 -2.768 1.539 1.659
C11 -3.259 0.697 2.872
C12 -1.600 0.387 -0.297
C13 -2.897 0.228 -1.035
C14 -3.625 -1.125 -0.729
O4 -4.973 -0.871 -0.366
C15 -3.682 -2.075 -1.970
N5 -4.878 -2.853 -2.132
H1 0.506 1.295 -4.962
H2 1.487 1.111 -3.509
H3 1.046 -0.304 -4.524
H4 -0.815 1.417 -2.801
H5 -1.431 0.262 -3.948
H6 -1.314 -1.325 -2.269
H7 0.426 -1.199 -2.407
H8 2.130 -1.437 -0.641
H9 2.677 0.132 -0.721
H10 2.014 0.536 2.676
H11 2.687 -0.136 1.353
H12 -3.603 1.695 0.985
H13 -2.493 2.537 2.010
H14 -3.428 1.355 3.721
H15 -4.232 0.263 2.642
H16 -2.555 -0.079 3.154
H17 -3.588 1.017 -0.766
H18 -2.761 0.302 -2.110
H19 -3.128 -1.658 0.091
H20 -4.999 -0.270 0.386
H21 -2.853 -2.782 -1.857
H22 -3.482 -1.514 -2.886
H23 -5.087 -3.412 -1.319
H24 -5.674 -2.289 -2.388
C16 7.048 -1.315 1.438
C17 6.165 -0.287 2.121
O5 4.870 -0.627 1.600
C18 4.892 -1.919 1.201
O6 3.909 -2.507 0.864
O7 6.137 -2.408 1.223
H25 7.887 -1.640 2.046
H26 7.414 -0.976 0.468
H27 6.146 -0.406 3.205
H28 6.417 0.741 1.875

Here is what natural (NBO) gives for the atomic charges, in e: -0.61, -0.41, -0.24, -0.24, 0.37, -0.85, 0.22, -0.80, -0.18, 0.75, -0.44, -0.21, -0.23, 0.52, -0.34, 0.10, -0.46, -0.61, 0.22, -0.49, 0.09, -0.71, -0.23, -0.81, 0.23, 0.22, 0.21, 0.21, 0.22, 0.23, 0.26, 0.42, 0.40, 0.39, 0.41, 0.22, 0.23, 0.24, 0.21, 0.22, 0.25, 0.24, 0.16, 0.47, 0.19, 0.18, 0.37, 0.37, -0.10, -0.10, -0.52, 0.98, -0.61, -0.47, 0.22, 0.20, 0.20, 0.22